No. 1
The following is a quantum chemistry calculation of a structure of composition C70H74Co2N2O5P in a non-equilibrium geometry, from the Open Molecules 2025 dataset.

The calculation puts the maximum force at 4.6 eV/Å. Its frontier orbital gap is 4.4 eV. For the LUMO energy, the calculation gives 0.07960 Ha. Its energy above the lowest of the compared OMol25 structures with the same formula, charge and spin is 151.8 kJ/mol. As for the net charge: -1.

Positions of all 154 atoms, in Å:
C  -1.002  -1.472  1.063
C  -1.944  -0.788  2.035
C  -3.390  -1.152  1.674
C  -1.646  -1.311  3.432
C  -1.762  0.738  1.866
C  -2.154  1.281  0.628
C  -2.453  2.634  0.508
C  -2.330  3.461  1.625
C  -1.858  2.975  2.845
C  -2.014  3.854  4.120
C  -0.651  4.383  4.545
C  -2.690  3.077  5.255
C  -2.882  5.096  3.881
C  -1.267  1.648  2.834
N  -0.051  1.332  3.526
C  0.079  1.169  4.971
C  1.561  1.138  5.219
N  2.150  1.113  3.883
C  3.581  0.979  3.761
C  4.170  -0.314  3.861
C  3.468  -1.713  3.913
C  4.191  -2.690  2.964
C  2.010  -1.737  3.502
C  3.576  -2.264  5.342
C  5.555  -0.412  4.000
C  6.376  0.695  3.901
C  5.800  1.950  3.804
C  4.416  2.138  3.775
C  3.999  3.645  3.928
C  4.929  4.556  3.103
C  4.113  4.018  5.409
C  2.598  3.969  3.462
C  1.168  1.089  2.909
C  1.394  0.890  1.533
C  2.665  1.346  0.965
C  3.804  0.525  0.841
C  5.014  1.069  0.426
C  5.110  2.418  0.071
C  3.970  3.222  0.075
C  2.746  2.669  0.456
H  0.027  -1.162  1.273
H  -1.062  -2.565  1.141
H  -1.229  -1.196  0.028
H  -4.091  -0.624  2.335
H  -3.633  -0.889  0.637
H  -3.550  -2.232  1.796
H  -2.277  -0.841  4.199
H  -1.830  -2.396  3.451
H  -0.591  -1.168  3.685
H  -2.285  0.627  -0.241
H  -2.819  3.032  -0.445
H  -2.634  4.502  1.512
H  -0.189  4.954  3.731
H  -0.750  5.043  5.420
H  0.034  3.580  4.812
H  -3.766  2.971  5.056
H  -2.289  2.067  5.397
H  -2.573  3.634  6.197
H  -3.895  4.830  3.547
H  -2.980  5.658  4.824
H  -2.425  5.777  3.149
H  -0.398  1.970  5.541
H  -0.420  0.245  5.297
H  1.922  2.019  5.778
H  1.871  0.265  5.811
H  5.196  -2.942  3.318
H  3.620  -3.627  2.896
H  4.273  -2.268  1.955
H  1.364  -1.249  4.237
H  1.864  -1.279  2.519
H  1.671  -2.782  3.419
H  3.005  -1.649  6.053
H  3.178  -3.288  5.387
H  4.619  -2.289  5.679
H  6.019  -1.380  4.197
H  7.461  0.595  3.923
H  6.472  2.810  3.800
H  4.947  4.227  2.054
H  4.562  5.594  3.121
H  5.958  4.575  3.485
H  3.561  3.298  6.029
H  5.160  4.017  5.736
H  3.691  5.018  5.592
H  1.846  3.464  4.064
H  2.429  5.053  3.539
H  2.442  3.688  2.423
H  0.501  0.869  0.910
H  3.693  -0.548  1.036
H  5.891  0.423  0.336
H  6.065  2.822  -0.277
H  4.018  4.267  -0.245
H  1.820  3.248  0.386
O  2.569  -1.657  -5.566
C  1.535  -1.462  -5.085
Co  -0.025  -1.252  -4.359
C  -0.383  0.417  -3.935
O  -0.638  1.542  -3.765
C  -0.651  -1.251  -6.011
O  -0.895  -1.130  -7.139
C  0.049  -2.803  -3.512
C  0.067  -1.712  -2.584
C  0.823  -1.284  -1.471
C  2.027  -0.535  -1.772
C  3.302  -1.153  -1.853
C  4.397  -0.466  -2.356
C  4.254  0.850  -2.800
C  3.041  1.511  -2.603
C  1.953  0.834  -2.078
Co  -1.689  -2.392  -3.184
C  -2.704  -1.135  -2.567
O  -3.419  -0.299  -2.169
C  -2.019  -4.024  -2.714
O  -2.295  -5.125  -2.456
P  -3.264  -2.620  -4.884
C  -4.178  -1.142  -5.477
C  -5.470  -1.254  -6.020
C  -6.151  -0.118  -6.464
C  -5.523  1.131  -6.422
C  -4.234  1.247  -5.899
C  -3.573  0.117  -5.405
C  -2.804  -3.466  -6.443
C  -3.309  -3.067  -7.687
C  -3.122  -3.879  -8.808
C  -2.402  -5.071  -8.701
C  -1.833  -5.432  -7.476
C  -2.023  -4.630  -6.346
C  -4.714  -3.652  -4.377
C  -5.163  -4.759  -5.116
C  -6.304  -5.462  -4.710
C  -7.007  -5.068  -3.567
C  -6.562  -3.969  -2.828
C  -5.429  -3.255  -3.234
H  0.632  -3.707  -3.524
H  0.769  -1.885  -0.563
H  3.394  -2.193  -1.537
H  5.383  -0.942  -2.390
H  5.103  1.381  -3.241
H  2.950  2.576  -2.825
H  1.022  1.357  -1.857
H  -5.952  -2.229  -6.089
H  -7.168  -0.216  -6.843
H  -6.043  2.015  -6.799
H  -3.737  2.219  -5.869
H  -2.577  0.215  -4.969
H  -3.855  -2.129  -7.782
H  -3.543  -3.567  -9.764
H  -2.274  -5.711  -9.575
H  -1.242  -6.344  -7.391
H  -1.581  -4.912  -5.387
H  -4.629  -5.075  -6.016
H  -6.634  -6.317  -5.299
H  -7.896  -5.619  -3.253
H  -7.095  -3.659  -1.929
H  -5.108  -2.377  -2.666



No. 2
The following is a quantum chemistry calculation of a structure of composition C70H75ClMoN6O2P2S in a non-equilibrium geometry, from the Open Molecules 2025 dataset.

Its expectation value of S² is 2.203. The calculation puts the maximum force at 3.0 eV/Å. Its frontier orbital gap (spin up / spin down) is 7.3 / 6.9 eV. For the LUMO energy (spin up / spin down), the calculation gives -0.16632 / -0.17904 Ha. Its energy above the lowest of the compared OMol25 structures with the same formula, charge and spin is 68.9 kJ/mol. As for the net charge: +2. The spin multiplicity is 3.

Positions of all 158 atoms, in Å:
Mo  -1.021  -0.686  0.400
C  6.191  4.810  1.270
C  5.463  4.106  0.115
C  6.055  4.565  -1.232
C  5.642  2.610  0.232
C  6.918  2.059  0.296
C  7.113  0.693  0.313
C  6.029  -0.164  0.254
C  4.740  0.349  0.212
P  3.234  -0.709  0.054
C  3.309  -0.928  -1.778
C  3.033  -2.122  -2.445
C  3.010  -2.172  -3.834
C  3.198  -1.022  -4.583
C  3.436  0.182  -3.934
C  3.496  0.224  -2.550
C  4.032  -2.163  0.862
C  4.239  -1.977  2.233
C  4.867  -2.940  3.003
C  5.303  -4.118  2.411
C  5.127  -4.303  1.050
C  4.494  -3.336  0.277
C  4.564  1.734  0.216
O  3.245  2.152  0.171
C  2.988  3.503  0.159
C  1.633  3.869  0.183
C  1.295  5.217  0.169
C  2.282  6.179  0.121
C  3.609  5.805  0.109
C  3.993  4.472  0.134
P  0.273  2.614  0.342
C  -0.771  3.466  -0.925
C  -0.303  3.231  -2.219
C  -0.951  3.757  -3.323
C  -2.093  4.525  -3.148
C  -2.548  4.790  -1.865
C  -1.893  4.268  -0.759
C  -0.069  3.063  2.102
C  -1.263  3.463  2.695
C  -1.342  3.637  4.070
C  -0.241  3.406  4.877
C  0.959  3.016  4.299
C  1.038  2.843  2.928
H  7.248  4.555  1.264
H  5.768  4.515  2.231
H  6.112  5.891  1.174
H  7.119  4.334  -1.281
H  5.930  5.640  -1.348
H  5.555  4.068  -2.064
H  7.780  2.711  0.322
H  8.118  0.297  0.350
H  6.205  -1.230  0.240
H  2.843  -3.029  -1.892
H  2.849  -3.117  -4.336
H  3.159  -1.065  -5.663
H  3.582  1.086  -4.510
H  3.704  1.170  -2.070
H  3.950  -1.040  2.697
H  5.035  -2.774  4.059
H  5.808  -4.867  3.006
H  5.515  -5.195  0.574
H  4.423  -3.492  -0.789
H  0.257  5.517  0.201
H  2.021  7.227  0.100
H  4.370  6.573  0.082
H  0.619  2.670  -2.359
H  -0.558  3.589  -4.317
H  -2.605  4.935  -4.007
H  -3.406  5.435  -1.722
H  -2.248  4.516  0.233
H  -2.136  3.662  2.091
H  -2.273  3.965  4.516
H  -0.313  3.541  5.948
H  1.832  2.850  4.916
H  1.982  2.542  2.489
C  0.517  -4.105  2.098
N  0.404  -4.554  0.724
C  0.523  -5.998  0.565
C  0.485  -6.395  -0.896
C  -0.639  -5.622  -1.560
N  -0.380  -4.193  -1.423
C  -0.941  -3.321  -2.444
C  0.097  -3.692  -0.265
O  0.286  -2.445  -0.117
H  1.513  -4.304  2.491
H  -0.208  -4.654  2.705
H  0.305  -3.043  2.159
H  -0.294  -6.486  1.108
H  1.464  -6.308  1.028
H  0.318  -7.467  -0.981
H  1.429  -6.156  -1.391
H  -1.606  -5.869  -1.103
H  -0.692  -5.859  -2.622
H  -0.187  -3.023  -3.177
H  -1.379  -2.442  -1.975
H  -1.738  -3.851  -2.961
S  -2.458  1.321  0.496
C  -4.129  1.752  0.565
N  -4.667  2.073  1.734
C  -5.970  2.725  1.865
C  -6.248  3.512  0.592
C  -6.122  2.573  -0.599
N  -4.808  1.932  -0.556
H  -4.089  1.961  2.553
H  -5.939  3.380  2.734
H  -6.746  1.973  2.025
H  -5.517  4.318  0.496
H  -7.245  3.946  0.625
H  -6.209  3.116  -1.539
H  -6.904  1.811  -0.561
H  -4.338  1.717  -1.424
C  -4.762  -1.335  0.953
C  -3.760  -2.497  0.927
C  -3.746  -3.124  2.338
C  -2.334  -2.155  0.573
C  -4.212  -3.514  -0.131
C  -4.320  -4.876  0.135
C  -4.725  -5.766  -0.851
C  -5.029  -5.314  -2.125
C  -4.901  -3.963  -2.410
C  -4.490  -3.078  -1.426
H  -4.591  -0.681  1.808
H  -5.771  -1.735  1.050
H  -4.719  -0.744  0.040
H  -3.475  -2.374  3.080
H  -3.026  -3.938  2.413
H  -4.739  -3.499  2.587
H  -1.870  -3.129  0.393
H  -4.107  -5.267  1.119
H  -4.822  -6.815  -0.607
H  -5.368  -6.008  -2.881
H  -5.138  -3.590  -3.399
H  -4.395  -2.031  -1.680
Cl  -3.177  0.318  5.554
C  -1.775  -0.063  4.632
C  -0.526  -0.160  5.229
C  0.557  -0.393  4.399
C  0.359  -0.558  3.044
N  -0.857  -0.535  2.474
C  -1.899  -0.265  3.275
H  -0.408  -0.035  6.295
H  1.556  -0.445  4.807
H  1.189  -0.732  2.370
H  -2.866  -0.204  2.803
N  -0.481  -0.215  -1.773
C  -1.370  0.011  -2.900
C  -2.742  0.008  -2.697
C  -3.605  0.251  -3.755
C  -3.096  0.499  -5.021
C  -1.725  0.480  -5.228
C  -0.861  0.237  -4.172
H  -0.037  0.682  -1.544
H  0.287  -0.824  -2.066
H  -3.109  -0.208  -1.702
H  -4.678  0.235  -3.603
H  -3.766  0.700  -5.846
H  -1.320  0.655  -6.216
H  0.212  0.223  -4.330



No. 3
The following is a quantum chemistry calculation of a structure of composition C70H79CsN6P2Si4Te, from the Open Molecules 2025 dataset.

The calculation puts the maximum force at 0.7 eV/Å. Its frontier orbital gap is 5.5 eV. For the LUMO energy, the calculation gives -0.00355 Ha. Its energy above the lowest of the compared OMol25 structures with the same formula, charge and spin is 13.9 kJ/mol. As for the net charge: 0.

Positions of all 163 atoms, in Å:
Cs  -0.017  0.100  1.379
C  4.161  -4.487  0.354
N  2.829  -3.956  0.665
C  2.507  -2.654  0.972
N  1.198  -2.520  1.087
C  0.653  -3.751  0.836
C  1.654  -4.658  0.570
C  1.581  -6.092  0.222
C  0.769  -6.505  -0.833
C  0.682  -7.848  -1.167
C  1.405  -8.796  -0.451
C  2.209  -8.394  0.608
C  2.296  -7.048  0.942
C  -0.800  -4.035  0.859
C  -1.277  -5.207  1.452
C  -2.628  -5.521  1.405
C  -3.521  -4.666  0.768
C  -3.055  -3.491  0.196
C  -1.704  -3.175  0.241
P  3.886  -1.535  1.344
C  3.739  -0.193  0.130
N  2.709  0.584  -0.143
C  3.117  1.441  -1.134
C  4.434  1.189  -1.453
N  4.821  0.141  -0.650
C  6.162  -0.442  -0.625
C  5.377  1.880  -2.360
C  5.595  3.249  -2.215
C  6.489  3.912  -3.042
C  7.180  3.214  -4.026
C  6.962  1.852  -4.187
C  6.064  1.190  -3.358
C  2.215  2.429  -1.767
C  1.148  2.980  -1.066
C  0.310  3.912  -1.662
C  0.530  4.314  -2.969
C  1.576  3.753  -3.690
C  2.404  2.812  -3.098
C  3.458  -0.701  2.903
N  2.376  -0.055  3.287
C  2.587  0.318  4.589
C  3.826  -0.109  5.006
N  4.372  -0.759  3.928
C  5.739  -1.288  3.854
C  4.532  0.087  6.291
C  4.647  1.366  6.830
C  5.309  1.567  8.034
C  5.865  0.491  8.714
C  5.746  -0.789  8.192
C  5.081  -0.989  6.988
C  1.591  1.064  5.391
C  0.859  2.101  4.821
C  -0.016  2.855  5.592
C  -0.183  2.572  6.939
C  0.517  1.515  7.510
C  1.396  0.767  6.742
H  4.704  -3.796  -0.280
H  4.046  -5.426  -0.173
H  4.742  -4.658  1.258
H  0.204  -5.763  -1.387
H  0.052  -8.156  -1.992
H  1.338  -9.845  -0.716
H  2.763  -9.130  1.179
H  2.905  -6.739  1.786
H  -0.585  -5.875  1.954
H  -2.983  -6.438  1.861
H  -4.575  -4.915  0.722
H  -3.738  -2.815  -0.305
H  -1.354  -2.273  -0.254
H  6.901  0.345  -0.736
H  6.297  -1.161  -1.431
H  6.320  -0.951  0.318
H  5.047  3.791  -1.451
H  6.649  4.977  -2.918
H  7.880  3.733  -4.671
H  7.483  1.306  -4.964
H  5.872  0.132  -3.507
H  0.964  2.682  -0.040
H  -0.530  4.306  -1.105
H  -0.129  5.039  -3.434
H  1.735  4.034  -4.725
H  3.189  2.351  -3.685
H  6.294  -0.944  4.718
H  6.235  -0.927  2.959
H  5.744  -2.375  3.838
H  4.212  2.204  6.298
H  5.396  2.568  8.438
H  6.386  0.650  9.652
H  6.164  -1.634  8.725
H  4.963  -1.995  6.596
H  0.992  2.327  3.769
H  -0.568  3.669  5.139
H  -0.860  3.167  7.541
H  0.380  1.275  8.558
H  1.936  -0.059  7.192
C  -3.493  3.037  4.487
P  -2.503  2.206  3.166
C  -2.395  3.610  1.982
C  -1.238  4.390  2.022
C  -1.129  5.544  1.252
C  -2.171  5.917  0.415
C  -3.320  5.137  0.351
C  -3.436  3.997  1.137
C  -3.754  1.114  2.413
C  -4.712  0.481  3.210
C  -5.557  -0.481  2.668
C  -5.448  -0.832  1.328
C  -4.490  -0.217  0.536
C  -3.649  0.745  1.073
H  -3.547  2.420  5.385
H  -4.499  3.261  4.130
H  -2.992  3.970  4.745
H  -0.418  4.101  2.676
H  -0.227  6.142  1.296
H  -2.082  6.806  -0.199
H  -4.133  5.419  -0.310
H  -4.345  3.406  1.095
H  -4.804  0.736  4.260
H  -6.300  -0.960  3.296
H  -6.110  -1.582  0.905
H  -4.378  -0.466  -0.515
H  -2.909  1.203  0.421
C  -5.722  1.861  -1.691
Si  -4.903  1.883  -3.380
C  -4.171  3.605  -3.572
C  -6.306  1.703  -4.624
Si  -3.243  0.300  -3.774
Te  -1.423  0.238  -2.142
Si  -2.258  0.892  -5.805
C  -3.473  1.394  -7.155
C  -1.247  -0.543  -6.470
C  -1.078  2.327  -5.568
Si  -4.258  -1.773  -4.121
C  -5.655  -2.147  -2.909
C  -3.020  -3.172  -3.990
C  -5.028  -1.880  -5.837
H  -6.477  2.655  -1.655
H  -4.995  2.036  -0.889
H  -6.220  0.907  -1.481
H  -4.902  4.376  -3.297
H  -3.854  3.790  -4.607
H  -3.286  3.718  -2.929
H  -7.055  2.491  -4.484
H  -6.810  0.734  -4.504
H  -5.943  1.757  -5.657
H  -4.224  0.613  -7.330
H  -2.948  1.577  -8.100
H  -4.008  2.313  -6.883
H  -1.881  -1.405  -6.717
H  -0.513  -0.871  -5.723
H  -0.710  -0.245  -7.377
H  -1.605  3.228  -5.229
H  -0.568  2.560  -6.511
H  -0.327  2.082  -4.809
H  -5.283  -2.282  -1.887
H  -6.168  -3.071  -3.203
H  -6.398  -1.339  -2.887
H  -2.549  -3.198  -3.002
H  -2.218  -3.048  -4.730
H  -3.512  -4.137  -4.171
H  -5.768  -1.084  -5.993
H  -5.530  -2.843  -5.983
H  -4.263  -1.775  -6.617